Record 1
91
Properties=species:S:1:pos:R:3 method="wB97M-V/def2-TZVPD" total_charge=-1 gap_ev=8.189 e_homo_ev=-6.3
In -0.048 0.789 0.055
Cl -1.998 1.111 -2.238
C -3.632 1.170 -1.528
Cl -3.679 1.827 0.106
H -4.005 0.153 -1.506
H -4.220 1.818 -2.165
Cl 1.238 -1.801 -2.027
C 2.409 -0.981 -1.055
C 2.021 0.079 -0.241
C 3.034 0.745 0.443
Cl 2.632 2.100 1.455
C 4.373 0.369 0.353
Cl 5.594 1.242 1.200
C 4.718 -0.733 -0.422
Cl 6.362 -1.237 -0.523
C 3.732 -1.417 -1.124
Cl 4.149 -2.816 -2.042
N -0.521 3.210 2.632
C -0.514 1.887 3.026
N -0.643 1.491 4.275
N -0.576 0.141 4.202
N -0.423 -0.240 2.985
N -0.384 0.856 2.197
C -0.719 3.626 1.336
N -1.108 4.848 1.035
N -1.169 4.861 -0.314
N -0.841 3.725 -0.802
N -0.520 2.895 0.231
H -0.769 3.877 3.344
F 0.753 -3.058 1.958
C 0.116 -3.000 3.137
C -1.255 -2.819 3.155
C -1.866 -2.764 4.392
F -3.194 -2.640 4.514
C -1.140 -2.866 5.564
F -1.753 -2.818 6.752
C 0.229 -3.026 5.509
F 0.936 -3.117 6.636
C 0.870 -3.097 4.286
F 2.197 -3.246 4.237
Ge -2.111 -2.634 1.406
S -1.583 -1.264 -0.180
C -4.029 -2.156 1.654
C -5.104 -2.782 1.053
F -4.955 -3.948 0.399
C -6.383 -2.252 1.083
F -7.405 -2.887 0.497
C -6.605 -1.052 1.728
F -7.834 -0.532 1.767
C -5.553 -0.389 2.335
F -5.772 0.774 2.949
C -4.292 -0.948 2.282
F -3.292 -0.261 2.842
C -2.100 -4.518 0.724
C -2.397 -5.568 1.583
F -2.729 -5.339 2.864
C -2.432 -6.891 1.184
F -2.735 -7.863 2.052
C -2.170 -7.206 -0.133
F -2.208 -8.476 -0.540
C -1.886 -6.195 -1.028
F -1.648 -6.496 -2.309
C -1.860 -4.881 -0.596
F -1.603 -3.975 -1.541
C 0.400 2.829 -4.063
P 1.425 2.570 -2.551
C 2.141 4.246 -2.332
C 2.133 4.816 -1.063
C 2.643 6.092 -0.853
C 3.170 6.810 -1.914
C 3.196 6.244 -3.184
C 2.684 4.973 -3.390
C 2.878 1.701 -3.285
C 2.698 0.655 -4.191
C 3.784 -0.051 -4.689
C 5.071 0.268 -4.281
C 5.265 1.296 -3.369
C 4.177 2.004 -2.874
H 1.000 3.185 -4.899
H -0.371 3.558 -3.815
H -0.086 1.899 -4.355
H 1.721 4.259 -0.230
H 2.611 6.523 0.140
H 3.553 7.811 -1.757
H 3.625 6.793 -4.014
H 2.734 4.540 -4.382
H 1.700 0.380 -4.512
H 3.622 -0.866 -5.384
H 5.917 -0.294 -4.657
H 6.265 1.545 -3.036
H 4.343 2.806 -2.164

Record 2
19
Properties=species:S:1:pos:R:3 method="wB97M-V/def2-TZVPD" total_charge=0 smiles=CCC.CC gap_ev=12.165 e_homo_ev=-11.0
C -0.326 0.732 1.501
C -0.402 -0.775 1.158
C -0.285 -1.447 2.541
H -0.544 1.398 0.571
H -0.978 0.921 2.324
H 0.625 1.017 1.916
H -1.364 -0.946 0.726
H 0.397 -1.402 0.572
H -1.207 -1.650 3.194
H 0.288 -2.420 2.602
H 0.515 -0.714 2.969
C 0.668 0.103 -2.054
C 0.214 1.169 -3.042
H 1.728 0.399 -1.599
H 0.034 0.185 -1.121
H 0.738 -0.934 -2.451
H -0.860 1.053 -3.146
H 0.549 1.123 -3.984
H 0.208 2.186 -2.678

Record 3
9
Properties=species:S:1:pos:R:3 method="wB97M-V/def2-TZVPD" total_charge=0 gap_ev=8.416 e_homo_ev=-8.9
C 0.719 2.153 1.568
C 0.450 1.166 0.961
C 0.362 -1.003 -0.979
C -0.907 -1.417 -1.058
C -0.187 -0.001 0.089
N -1.387 -0.446 0.012
H 0.995 2.842 2.311
H 1.402 -1.260 -1.257
H -1.449 -2.034 -1.647

Record 4
24
Properties=species:S:1:pos:R:3 method="wB97M-V/def2-TZVPD" total_charge=+2 multiplicity=3 gap_ev="9.913 / 7.184" e_homo_ev="-17.0 / -20.9" s2=2.009
C -0.415 -0.624 0.294
C -2.702 -0.940 0.248
C -1.836 1.171 -0.487
C 1.325 0.831 1.174
C 1.982 -1.355 0.087
C 1.330 0.415 -1.277
N -1.499 -0.088 -0.102
N 1.159 -0.128 0.104
H -0.492 -1.626 0.652
H -2.635 -2.052 -0.011
H -3.592 -0.431 -0.092
H -2.779 -0.786 1.300
H -2.464 1.863 0.274
H -2.463 0.794 -1.340
H -1.019 1.888 -0.827
H 2.286 1.221 1.042
H 0.522 1.571 1.193
H 1.143 0.291 2.151
H 3.126 -1.190 0.178
H 1.865 -1.997 1.005
H 1.764 -1.853 -0.800
H 1.181 1.495 -1.098
H 2.353 0.364 -1.603
H 0.560 0.096 -2.009

Record 5
76
Properties=species:S:1:pos:R:3 method="wB97M-V/def2-TZVPD" total_charge=0 multiplicity=2 gap_ev="7.310 / 5.733" e_homo_ev="-7.2 / -7.4" s2=0.764
Ru -0.369 0.709 -0.764
C -0.013 -4.643 -1.083
C -0.779 -3.363 -1.090
C -2.077 -3.116 -1.502
C -2.308 -1.755 -1.276
N -1.191 -1.209 -0.767
N -0.278 -2.203 -0.655
B 0.962 -1.882 0.187
N 0.521 -1.045 1.412
N -0.110 0.180 1.348
C -0.290 0.575 2.612
C 0.227 -0.396 3.488
C 0.725 -1.394 2.697
C 1.390 -2.665 3.113
C -0.934 1.843 3.141
C 0.115 2.596 3.972
C -1.459 2.778 2.072
C -2.107 1.435 4.044
N 1.966 -1.058 -0.627
N 1.681 0.261 -0.751
C 2.769 0.849 -1.281
C 3.748 -0.129 -1.489
C 3.198 -1.326 -1.066
C 3.790 -2.695 -1.056
C 2.954 2.350 -1.432
C 2.085 2.958 -2.535
C 2.612 3.001 -0.086
C 4.415 2.640 -1.781
C -3.635 -1.030 -1.417
C -4.745 -2.056 -1.655
C -3.913 -0.276 -0.111
C -3.640 -0.057 -2.598
H -0.672 -5.463 -1.359
H 0.412 -4.855 -0.102
H 0.809 -4.613 -1.800
H -2.775 -3.842 -1.882
H 1.475 -2.893 0.570
H 0.230 -0.372 4.565
H 1.423 -2.711 4.200
H 2.411 -2.727 2.736
H 0.850 -3.540 2.750
H 0.949 2.915 3.344
H 0.515 1.976 4.775
H -0.336 3.485 4.421
H -0.660 3.138 1.426
H -1.922 3.645 2.550
H -2.217 2.291 1.461
H -1.781 0.796 4.866
H -2.862 0.890 3.473
H -2.574 2.326 4.470
H 4.743 0.014 -1.874
H 4.846 -2.637 -1.314
H 3.299 -3.341 -1.787
H 3.696 -3.170 -0.080
H 1.025 2.809 -2.357
H 2.329 2.529 -3.509
H 2.263 4.036 -2.579
H 1.567 2.818 0.177
H 2.770 4.081 -0.142
H 3.238 2.598 0.714
H 4.692 2.186 -2.734
H 5.097 2.274 -1.012
H 4.555 3.719 -1.870
H -4.804 -2.784 -0.843
H -4.594 -2.596 -2.592
H -5.704 -1.540 -1.717
H -3.921 -0.961 0.740
H -4.883 0.223 -0.167
H -3.148 0.482 0.070
H -3.480 -0.590 -3.538
H -2.870 0.702 -2.501
H -4.606 0.452 -2.648
Se -0.093 0.299 -3.192
Se -1.081 1.787 -4.551
Se -1.894 3.460 -3.211
Se -1.623 2.824 -1.013

Record 6
117
Properties=species:S:1:pos:R:3 method="wB97M-V/def2-TZVPD" total_charge=+1 gap_ev=8.171 e_homo_ev=-10.4
Rb 0.494 -0.428 0.209
C -5.239 -1.029 0.322
O -6.053 -0.460 -0.359
N -5.459 -1.990 1.179
N -3.961 -1.093 0.079
H -6.378 -2.158 1.561
H -4.675 -2.600 1.367
H -3.520 -0.549 -0.649
H -3.390 -1.628 0.718
C -2.563 -0.288 3.664
O -3.628 0.186 3.249
N -2.066 -1.465 3.383
N -1.880 0.186 4.642
H -2.532 -2.065 2.717
H -1.201 -1.731 3.832
H -2.136 0.997 5.187
H -1.106 -0.405 4.911
C 1.982 0.438 3.686
O 1.299 -0.326 3.052
N 1.846 0.567 4.970
N 2.980 1.263 3.295
H 0.992 0.248 5.405
H 2.511 1.145 5.464
H 3.497 1.793 3.982
H 3.307 1.250 2.340
C 1.758 -3.801 1.641
O 0.802 -3.124 1.379
N 2.797 -3.393 2.289
N 1.866 -5.100 1.311
H 2.956 -2.416 2.491
H 3.613 -3.985 2.227
H 2.644 -5.631 1.674
H 1.028 -5.542 0.958
C -2.224 1.318 -1.866
O -1.673 0.404 -1.339
N -2.949 2.140 -1.233
N -2.249 1.588 -3.125
H -2.859 2.178 -0.227
H -3.343 2.982 -1.627
H -2.677 2.489 -3.279
H -1.748 1.035 -3.807
C 4.312 0.904 0.037
O 3.181 0.590 0.380
N 4.654 1.699 -0.988
N 5.361 0.412 0.493
H 5.581 2.090 -1.078
H 3.821 2.016 -1.461
H 5.174 -0.324 1.158
H 6.242 0.776 0.157
C -0.840 2.916 1.860
C -2.198 3.612 1.897
C -2.279 4.795 0.969
O -1.300 5.761 1.209
C -1.458 6.500 2.414
N -3.144 2.580 1.497
H -0.108 3.617 2.263
H -0.576 2.702 0.825
H -0.929 1.957 2.370
H -2.546 3.697 2.927
H -3.276 5.233 0.931
H -2.131 4.543 -0.081
H -0.550 7.064 2.627
H -1.872 5.896 3.222
H -2.283 7.212 2.407
H -4.071 2.978 1.454
H -3.160 1.857 2.202
C 2.348 4.461 -3.872
C 1.391 3.354 -3.357
C 1.033 3.535 -1.911
O 2.156 3.668 -1.037
C 1.911 3.883 0.307
N 0.303 3.556 -4.334
H 1.933 5.432 -4.144
H 2.944 4.216 -4.751
H 3.034 4.784 -3.088
H 1.881 2.406 -3.580
H 0.414 2.683 -1.630
H 0.394 4.418 -1.888
H 2.875 4.054 0.787
H 1.479 3.028 0.826
H 1.326 4.784 0.497
H 0.728 3.582 -5.249
H -0.317 2.764 -4.431
C -4.059 -4.752 -0.353
C -2.576 -4.580 0.125
C -1.716 -4.178 -1.046
O -1.744 -4.901 -2.300
C -1.869 -4.206 -3.476
N -2.610 -3.618 1.225
H -4.103 -5.552 -1.092
H -4.399 -3.948 -1.005
H -4.638 -5.030 0.527
H -2.321 -5.568 0.507
H -0.678 -4.220 -0.714
H -1.921 -3.128 -1.256
H -0.935 -3.668 -3.638
H -2.688 -3.496 -3.363
H -1.961 -4.907 -4.305
H -1.653 -3.327 1.370
H -2.782 -4.215 2.021
C 4.926 -2.381 -2.039
C 3.658 -2.910 -1.401
C 2.452 -2.792 -2.394
O 2.022 -1.422 -2.418
C 0.848 -1.159 -3.180
N 3.961 -4.302 -1.017
H 4.833 -1.496 -2.668
H 5.405 -3.111 -2.692
H 5.619 -2.051 -1.264
H 3.464 -2.301 -0.517
H 1.635 -3.433 -2.060
H 2.868 -3.098 -3.354
H 0.638 -0.126 -3.457
H -0.113 -1.476 -2.773
H 0.803 -1.602 -4.175
H 4.141 -4.958 -1.763
H 3.197 -4.780 -0.562

Record 7
23
Properties=species:S:1:pos:R:3 method="wB97M-V/def2-TZVPD" total_charge=0 smiles="CC(C)=N[Si](C)(C)C" gap_ev=9.071 e_homo_ev=-8.9
C -2.005 -0.926 -0.810
C -1.884 0.359 -0.100
C -2.838 1.082 0.586
N -0.539 0.546 0.504
Si 1.065 0.047 0.159
C 1.728 1.595 -0.735
C 1.682 -1.395 -0.971
C 1.716 -0.443 1.866
H -1.183 -1.040 -1.467
H -2.024 -1.739 -0.024
H -2.954 -0.858 -1.515
H -3.867 0.714 0.531
H -2.817 2.077 0.248
H -2.540 1.128 1.693
H 0.992 1.720 -1.484
H 1.676 2.548 -0.099
H 2.725 1.374 -1.220
H 1.660 -1.210 -2.134
H 2.657 -1.710 -0.819
H 1.050 -2.289 -0.942
H 1.298 0.073 2.816
H 1.638 -1.522 2.131
H 2.764 -0.131 1.785

Record 8
10
Properties=species:S:1:pos:R:3 method="wB97M-V/def2-TZVPD" total_charge=0 smiles="O=C1CON=CO1" gap_ev=11.011 e_homo_ev=-10.5
O 0.591 2.283 -0.221
C 0.436 1.065 0.046
C 0.883 -0.191 -0.657
O -0.301 -0.726 -1.087
N -1.091 -1.249 -0.030
C -0.979 -0.493 0.956
O -0.537 0.788 0.969
H 1.331 -0.117 -1.793
H 1.596 -0.853 -0.004
H -1.929 -0.508 1.822

Record 9
80
Properties=species:S:1:pos:R:3 method="wB97M-V/def2-TZVPD" total_charge=-1 gap_ev=5.723 e_homo_ev=-4.0
C 3.108 -2.294 2.528
C 2.536 -1.506 1.363
P 3.653 -0.312 0.303
F 4.850 -0.484 1.619
C 4.407 -1.894 -0.553
O 5.542 -1.871 -1.254
N 3.689 -3.260 -0.512
C 4.618 -4.356 -0.043
O 5.678 -4.208 0.755
F 4.283 -5.759 -0.472
C 2.296 -0.387 -1.038
F 2.826 -0.406 -2.453
C 1.040 0.653 -0.823
C -0.406 -0.112 -0.539
N 4.699 0.801 -0.571
C 6.012 1.105 0.111
C 6.244 2.319 1.240
O 7.166 0.444 -0.190
C 4.078 2.082 -1.027
C 3.314 3.236 -0.157
O 4.126 2.313 -2.370
H 3.438 -1.819 3.545
H 3.132 -3.473 2.342
H 1.382 -1.640 1.194
H 2.986 0.767 1.046
H 3.416 -3.488 -1.515
H 1.799 -1.470 -0.934
H 1.186 1.442 0.025
H 0.927 1.242 -1.855
H -0.654 -0.121 0.626
H -1.267 0.408 -1.174
H -0.375 -1.253 -0.859
H 5.263 2.397 1.905
H 6.480 3.341 0.687
H 7.099 1.951 1.948
H 3.241 2.986 0.986
H 3.884 4.266 -0.323
H 2.226 3.351 -0.634
C 0.418 -6.559 -6.396
C 1.389 -5.480 -5.956
O 0.764 -4.596 -5.014
C 0.762 -5.010 -3.706
O 1.251 -6.069 -3.324
C 0.113 -3.956 -2.810
F -1.031 -3.439 -3.345
F 0.940 -2.895 -2.585
F -0.230 -4.438 -1.582
H -0.502 -6.113 -6.786
H 0.864 -7.188 -7.172
H 0.131 -7.197 -5.554
H 1.677 -4.871 -6.820
H 2.310 -5.908 -5.544
C -5.852 -2.714 1.163
C -5.968 -1.686 2.272
O -4.830 -0.811 2.268
C -4.883 0.246 1.395
O -5.828 0.465 0.643
C -3.635 1.118 1.531
F -2.486 0.387 1.619
F -3.674 1.898 2.649
F -3.461 1.967 0.479
H -4.905 -3.258 1.239
H -6.677 -3.430 1.210
H -5.865 -2.235 0.178
H -5.976 -2.193 3.242
H -6.902 -1.117 2.200
C -5.966 5.032 2.055
C -4.472 5.261 2.179
O -4.199 6.637 2.482
C -4.280 6.993 3.804
O -4.570 6.211 4.706
C -3.918 8.466 3.988
F -4.489 9.272 3.047
F -2.573 8.678 3.902
F -4.305 8.964 5.196
H -6.401 5.717 1.320
H -6.176 4.003 1.747
H -6.475 5.220 3.005
H -3.987 5.043 1.222
H -4.022 4.596 2.926

Record 10
14
Properties=species:S:1:pos:R:3 method="wB97M-V/def2-TZVPD" total_charge=0 smiles=CNc1cc[nH]n1 gap_ev=8.684 e_homo_ev=-7.6
C 2.358 0.030 0.219
N 1.154 0.328 -0.534
C -0.181 0.342 -0.181
C -0.830 -0.371 0.873
C -2.067 -0.599 0.316
N -2.221 0.158 -0.787
N -1.073 0.822 -1.103
H 2.266 -0.881 0.826
H 3.183 -0.148 -0.488
H 2.662 0.855 0.874
H 1.271 0.819 -1.402
H -0.595 -0.536 1.926
H -2.760 -1.408 0.476
H -3.152 0.496 -1.007

Number 1: molar mass 1406.24 Da. Number 2: molar mass 74.17 Da. Number 3: molar mass 77.09 Da. Number 4: molar mass 116.21 Da. Number 5: molar mass 840.35 Da. Number 6: molar mass 802.36 Da. Number 7: molar mass 129.28 Da. Number 8: molar mass 101.06 Da. Number 9: molar mass 755.46 Da. Number 10: molar mass 97.12 Da.